Entry from OMol25: an isolated ion of composition C3H4N3 and charge +1 (ωB97M-V/def2-TZVPD).

```
10
Properties=species:S:1:pos:R:3:forces:R:3
N 2.14365 -0.17081 -0.00843 -3.0 -0.8 -0.4
N 3.35563 0.16724 -0.00579 0.4 -1.1 0.1
N -0.02921 0.44093 0.08563 0.9 1.7 -1.5
C 1.25669 -1.50209 -0.00287 3.4 0.0 0.1
C -0.08971 -1.01055 -0.00442 0.9 0.0 -0.9
C 1.21233 0.85292 -0.09764 -1.9 -2.2 1.0
H 1.65352 1.77470 -0.25959 0.0 2.3 -0.2
H -0.86125 1.02073 -0.08443 0.6 0.0 0.3
H -0.42346 -1.39834 -1.04918 -0.3 0.5 1.8
H -0.47647 -1.46413 0.90863 -1.0 -0.3 -0.3
```
Positions in Å, forces in eV/Å.

Results
- E_LUMO (alpha / beta): -6.859 / -6.703 eV
- Net charge: +1
- Energy relative to the best compared isomer or geometry (same formula, charge and spin): 117.8 kcal/mol
- Orbital gap (alpha / beta): 7.9 / 7.9 eV

Here is what natural (NBO) gives for the atomic charges, in e:
1. N -0.33
2. N 0.11
3. N -0.45
4. C 0.36
5. C -0.50
6. C 0.40
7. H 0.27
8. H 0.47
9. H 0.34
10. H 0.33

Entry from OMol25: a 2-piece molecular cluster, CH6P2S overall (ωB97M-V/def2-TZVPD).

```
10
Properties=species:S:1:pos:R:3:forces:R:3
S -2.42618 0.52033 -0.12528 0.5 0.2 0.6
P 0.54455 -0.67664 0.07824 1.1 0.2 -2.7
P 1.72591 1.26448 0.17011 -0.4 -0.2 -1.7
C -1.07836 -0.28411 0.61476 -0.9 -1.0 -2.1
H 2.65583 0.68896 -0.80059 -0.5 0.4 0.5
H 0.31032 -0.59098 -1.44592 0.4 0.0 1.9
H -1.69104 1.22275 -0.99086 0.0 0.1 -0.2
H 2.49556 0.84838 1.21645 0.6 -0.4 1.0
H -1.16748 -0.75799 1.53281 -1.1 -0.4 1.9
H -1.36911 -2.23517 -0.24973 0.2 0.9 0.6
```
Positions in Å, forces in eV/Å.

Results
- E_LUMO (alpha / beta): -0.832 / -0.681 eV
- Energy relative to the best compared isomer or geometry (same formula, charge and spin): 101.4 kcal/mol
- Orbital gap (alpha / beta): 7.7 / 7.1 eV

Here is what natural (NBO) gives for the atomic charges, in e:
1. S 0.13
2. P 0.32
3. P -0.04
4. C -0.74
5. H 0.01
6. H -0.02
7. H 0.13
8. H -0.02
9. H 0.22
10. H 0.01

Entry from OMol25: a single C6H7NO2S molecule (ωB97M-V/def2-TZVPD).

```
17
Properties=species:S:1:pos:R:3:forces:R:3
S -0.26549 -1.01766 1.18374 -0.2 0.9 -0.3
O 0.94124 1.26718 0.84943 0.0 0.9 -0.1
O -0.57262 2.40117 -0.37483 -0.5 0.8 -0.5
N -0.32333 1.34259 0.17504 4.6 3.9 0.4
C 2.71898 -0.02451 -0.98225 -0.1 0.1 0.0
C -1.04434 0.25994 0.27328 -5.0 -5.8 -0.2
C 1.32427 -0.03884 1.09786 -0.2 -0.8 0.0
C -2.33123 0.16314 -0.34907 3.1 1.8 0.5
C -3.16640 -0.86262 -0.20303 -1.2 -1.6 0.2
C 2.23536 -0.65279 0.07335 -0.2 0.1 0.2
H 3.36474 -0.52136 -1.68545 0.1 -0.1 -0.1
H 2.46923 -1.68715 0.28406 0.1 -0.1 -0.1
H 1.78115 -0.07175 2.09428 -0.1 0.1 -0.2
H 2.48401 1.00892 -1.18407 -0.1 0.1 0.0
H -4.11919 -0.87268 -0.69739 -0.2 0.0 -0.1
H -2.91812 -1.71035 0.41372 0.0 -0.2 0.1
H -2.57826 1.01679 -0.96865 -0.1 0.0 0.1
```
Positions in Å, forces in eV/Å.

Results
- E_LUMO (alpha / beta): 0.512 / -1.842 eV
- 2S+1: 3
- Energy relative to the best compared isomer or geometry (same formula, charge and spin): 0.0 kcal/mol
- <S²>: 2.02
- Orbital gap (alpha / beta): 6.5 / 7.7 eV

Here is what natural (NBO) gives for the atomic charges, in e:
1. S 0.30
2. O -0.36
3. O -0.30
4. N 0.24
5. C -0.36
6. C -0.04
7. C -0.04
8. C -0.29
9. C -0.38
10. C -0.24
11. H 0.21
12. H 0.21
13. H 0.22
14. H 0.21
15. H 0.20
16. H 0.18
17. H 0.24

Look up the energy relative to the best compared isomer or geometry (same formula, charge and spin) of the third one.
0.0 kcal/mol